{"formula": "C5H9Cl2", "method": "ωB97M-V with the def2-TZVPD basis set", "species": ["Cl", "Cl", "C", "C", "C", "C", "C", "H", "H", "H", "H", "H", "H", "H", "H", "H"], "xyz": [[1.72325, 3.56438, 0.74139], [3.62047, 2.91396, 0.54373], [1.22564, -1.19622, -0.56996], [0.22926, -0.78672, 0.40422], [-0.25002, 0.67447, 0.07258], [-1.66474, 0.17440, -0.25822], [-1.24142, -1.25767, 0.11204], [0.96087, -1.07083, -1.62449], [2.12554, -1.71688, -0.26551], [0.53890, -0.95404, 1.45414], [-0.13949, 1.41598, 0.87251], [0.28470, 1.05404, -0.80570], [-2.43680, 0.58163, 0.42335], [-1.91966, 0.28073, -1.33785], [-1.27513, -1.97267, -0.71948], [-1.78136, -1.70456, 0.95723]], "forces_ev_per_a": [[0.58, -0.09, -0.05], [-0.53, 0.16, 0.05], [0.28, -0.63, -0.24], [-0.56, 0.55, 0.73], [0.38, 0.33, -0.05], [-0.40, 0.14, -0.04], [0.00, -0.63, -0.21], [0.38, -0.14, 0.32], [-0.02, 0.06, -0.30], [-0.05, 0.13, -0.59], [-0.19, -0.29, -0.12], [-0.09, 0.09, 0.24], [0.20, -0.13, -0.73], [-0.16, 0.13, 0.93], [-0.10, 0.12, 0.19], [0.26, 0.17, -0.13]], "de_lowest_kcal_mol": 53.5, "gap_ha": [0.243, 0.345], "homo_energy_ev": [-7.8, -10.5], "multiplicity": 2}